Record 1
Here is a structure of composition C6H6 in a non-equilibrium geometry from the OMol25 dataset. Energies are from ωB97M-V/def2-TZVPD.

Calculated values
F_max = 0.1336 hartree/bohr
HOMO-LUMO gap = 8.9 eV
LUMO = 0.239 eV
net charge = 0

Atoms and positions in Å:
C1 -3.481690 0.163800 -0.051126
C2 -2.292229 -0.041210 -0.014334
C3 -0.632310 -0.437637 0.485982
C4 -0.557357 0.511766 -0.825650
C5 0.562970 0.196996 -0.227489
C6 2.029942 0.136332 0.033708
H1 -0.788246 0.053084 1.454975
H2 -0.633620 -1.592868 0.486536
H3 -1.172845 0.645218 -1.655159
H4 2.037637 -0.713023 0.765808
H5 2.274247 1.118344 0.407213
H6 2.653505 -0.040801 -0.860468

Atomic forces in eV per Å
C -3.389 0.623 -0.191
C 6.748 -1.101 0.658
C -2.370 -2.262 2.678
C 2.609 0.006 -0.306
C -3.348 0.885 -2.165
C -1.230 -1.143 -0.004
H 0.155 -0.576 -0.056
H 0.066 1.950 -0.061
H -0.257 0.691 -1.217
H 1.110 1.034 -0.407
H 0.445 0.036 0.685
H -0.541 -0.142 0.386

***

Record 2
Here is the molecule C6H6 from the OMol25 dataset. Energies are from ωB97M-V/def2-TZVPD.

Calculated values
F_max = 0.0111 hartree/bohr
SMILES = C#CCC#CC
HOMO-LUMO gap = 10.5 eV
LUMO = 0.974 eV
net charge = 0

Atoms and positions in Å:
C1 -1.245663 -2.383525 1.800122
C2 -0.893334 -1.927654 0.744535
C3 -0.685657 -1.292376 -0.564051
C4 0.053371 -0.021820 -0.501433
C5 0.622607 1.039176 -0.457509
C6 1.287915 2.342883 -0.394094
H1 -1.621348 -2.752574 2.727110
H2 -0.210495 -1.977464 -1.276357
H3 -1.695004 -1.106353 -0.949124
H4 0.974339 2.893013 0.499082
H5 2.376727 2.235336 -0.359254
H6 1.036541 2.951358 -1.269027

Atomic forces in eV per Å
C 0.093 0.201 -0.420
C -0.291 -0.133 0.472
C -0.067 0.005 -0.054
C 0.248 0.485 0.026
C -0.271 -0.471 -0.019
C 0.033 0.054 0.003
H 0.205 -0.035 -0.079
H 0.006 0.060 0.215
H 0.150 0.081 -0.133
H 0.037 -0.102 -0.126
H -0.169 -0.030 -0.007
H 0.026 -0.115 0.122

***

Record 3
Here is the molecule C6H6 from the OMol25 dataset. Energies are from ωB97M-V/def2-TZVPD.

Calculated values
F_max = 0.0071 hartree/bohr
HOMO-LUMO gap (spin up / spin down) = 6.7 / 6.7 eV
LUMO (spin up / spin down) = -1.281 / -1.284 eV
net charge = 0

Atoms and positions in Å:
C1 -0.017329 -1.228506 -1.261142
C2 0.582465 0.131454 -1.369470
C3 0.603084 1.073446 -0.404023
C4 0.026545 0.864390 0.870616
C5 -0.448645 0.786301 2.018658
C6 -0.923942 0.813968 3.271917
H1 0.757911 -1.991487 -1.402049
H2 -0.493065 -1.377917 -0.289526
H3 -0.757445 -1.380031 -2.055704
H4 1.052885 0.379370 -2.321635
H5 1.083232 2.029382 -0.610977
H6 -1.465694 -0.100368 3.553336

Atomic forces in eV per Å
C -0.022 0.021 0.068
C 0.006 0.058 0.066
C -0.013 -0.095 -0.089
C -0.115 0.001 0.292
C 0.050 0.027 -0.120
C 0.069 -0.139 -0.329
H -0.097 0.106 0.004
H 0.068 0.014 -0.142
H 0.108 0.030 0.094
H -0.055 -0.023 0.142
H -0.077 -0.136 0.046
H 0.078 0.134 -0.032

***

Record 4
Here is the molecule C6H6 from the OMol25 dataset. Energies are from ωB97M-V/def2-TZVPD.

Calculated values
F_max = 0.0122 hartree/bohr
SMILES = C#CCC#CC
HOMO-LUMO gap = 10.3 eV
LUMO = 0.986 eV
net charge = 0

Atoms and positions in Å:
C1 -0.085458 -0.830480 2.350838
C2 -0.994479 -0.422311 1.675349
C3 -1.800652 0.130345 0.570911
C4 -0.793348 0.308092 -0.491398
C5 0.273842 0.312950 -1.050980
C6 1.606158 0.291802 -1.647074
H1 0.782549 -1.174299 2.866628
H2 -2.607824 -0.547615 0.268945
H3 -2.269941 1.081447 0.849570
H4 2.237501 1.067665 -1.200989
H5 2.091529 -0.674455 -1.466212
H6 1.560123 0.456859 -2.725586

Atomic forces in eV per Å
C -0.439 0.148 -0.203
C 0.475 -0.207 0.352
C 0.026 0.005 -0.004
C 0.565 0.006 -0.272
C -0.550 0.063 0.112
C 0.075 0.020 -0.086
H -0.267 -0.005 0.143
H 0.193 0.070 0.067
H 0.120 -0.158 -0.020
H -0.122 -0.082 -0.107
H -0.135 0.146 -0.051
H 0.058 -0.006 0.071

***

Record 5
Here is a cluster of 22 separate species, C6H60BNO22 in total in a non-equilibrium geometry from the OMol25 dataset. Energies are from ωB97M-V/def2-TZVPD.

Calculated values
F_max = 0.3625 hartree/bohr
HOMO-LUMO gap = 4.8 eV
LUMO = -1.543 eV
net charge = 0

Atoms and positions in Å:
C1 16.716000 34.192000 23.016000
O1 16.843000 34.736000 24.406000
C2 17.766000 35.960000 24.518000
C3 18.329000 35.922000 25.900000
N1 19.206000 37.141000 26.132000
H1 19.812000 37.144000 25.593000
H2 18.792000 37.910000 25.556000
C4 19.669000 37.709000 27.386000
C5 20.928000 38.529000 27.193000
O2 21.605000 38.847000 28.559000
C6 20.647000 39.677000 29.189000
H3 17.703000 34.113000 22.478000
H4 15.872000 34.787000 22.296000
H5 16.187000 33.292000 23.101000
H6 17.125000 36.883000 24.327000
H7 18.507000 35.930000 23.607000
H8 18.772000 35.044000 26.343000
H9 17.387000 36.064000 26.602000
H10 19.879000 36.922000 28.215000
H11 18.728000 38.348000 27.668000
H12 20.572000 39.264000 26.384000
H13 21.631000 38.088000 26.554000
H14 20.184000 40.506000 28.793000
H15 21.376000 40.077000 30.096000
H16 19.570000 39.205000 29.443000
B1 16.278000 33.051000 19.097000
H17 16.929000 33.038000 20.054000
H18 16.623000 32.382000 18.191000
H19 15.197000 32.798000 19.640000
H20 16.233000 34.072000 18.787000
O3 21.350000 42.939000 28.328000
H21 22.097000 43.246000 28.861000
H22 20.584000 43.022000 28.948000
O4 21.363000 35.148000 26.513000
H23 21.584000 34.503000 27.266000
H24 22.307000 35.222000 26.153000
O5 19.361000 39.277000 24.209000
H25 20.067000 39.763000 23.680000
H26 18.686000 39.008000 23.466000
O6 16.608000 39.732000 26.321000
H27 16.176000 40.304000 26.929000
H28 17.107000 40.202000 25.834000
O7 16.718000 39.009000 23.047000
H29 16.430000 39.275000 22.188000
H30 15.968000 39.192000 23.656000
O8 14.241000 34.600000 25.515000
H31 15.197000 34.730000 25.453000
H32 14.066000 35.162000 26.373000
O9 21.259000 36.852000 24.125000
H33 22.197000 36.667000 24.241000
H34 21.090000 36.684000 23.156000
O10 13.540000 35.350000 20.395000
H35 14.418000 35.183000 20.064000
H36 13.135000 34.660000 20.920000
O11 19.315000 43.117000 30.064000
H37 18.735000 43.168000 29.443000
H38 19.194000 42.297000 30.382000
O12 16.758000 33.194000 27.348000
H39 15.992000 33.035000 26.771000
H40 16.249000 33.472000 28.104000
O13 22.696000 38.240000 31.984000
H41 22.291000 38.011000 31.145000
H42 22.020000 38.843000 32.469000
O14 17.898000 36.970000 20.832000
H43 17.210000 36.431000 20.347000
H44 17.197000 37.402000 21.469000
O15 17.083000 36.738000 29.508000
H45 16.317000 36.215000 29.441000
H46 17.696000 36.532000 30.334000
O16 20.633000 40.159000 33.082000
H47 20.904000 40.893000 32.596000
H48 19.646000 40.023000 32.849000
O17 22.732000 41.185000 26.431000
H49 23.569000 40.895000 26.704000
H50 22.382000 41.692000 27.199000
O18 23.098000 39.309000 24.307000
H51 23.133000 39.803000 25.142000
H52 22.382000 38.629000 24.554000
O19 23.666000 36.646000 29.376000
H53 22.725000 36.365000 29.397000
H54 23.781000 36.884000 28.391000
O20 14.647000 37.368000 21.727000
H55 14.402000 36.698000 21.271000
H56 14.106000 37.200000 22.485000
O21 20.457000 32.975000 24.653000
H57 20.032000 32.446000 25.418000
H58 20.854000 33.820000 25.021000
O22 19.127000 31.754000 26.917000
H59 18.234000 32.208000 26.846000
H60 19.469000 31.918000 27.767000

Atomic forces in eV per Å
C -1.143 3.087 -1.479
O 1.722 1.742 -1.019
C -1.294 -1.679 -3.486
C -2.523 1.234 3.223
N -13.123 0.823 7.913
H 14.639 -1.905 -11.380
H -0.984 0.198 1.008
C -1.820 -0.453 3.496
C -0.553 0.982 0.017
O -3.611 0.502 -4.551
C 0.980 -1.166 5.274
H -1.146 0.050 0.721
H 2.645 -0.851 2.059
H -0.085 -1.625 0.446
H 0.786 -1.000 0.472
H -1.052 -0.164 1.922
H 0.603 -0.338 -0.803
H 1.858 -0.029 -1.182
H -0.755 1.025 -1.672
H 2.057 -1.077 0.206
H 0.842 0.914 2.165
H 1.411 -1.612 -0.083
H 0.448 2.353 -2.455
H -2.712 -0.976 -1.556
H 2.697 -0.234 0.501
B -1.193 -2.991 1.597
H 1.648 -0.268 1.288
H 0.168 -0.800 -0.473
H -0.488 -0.344 -0.421
H -0.281 4.876 -1.551
O 0.058 0.025 0.461
H -0.145 0.068 -0.198
H 0.781 -0.057 -0.431
O 3.000 -1.209 1.246
H -0.883 1.168 -1.411
H -1.940 0.065 0.390
O -0.506 0.147 -2.925
H -1.098 -0.906 1.161
H 1.297 0.825 1.948
O -5.054 -6.165 4.867
H -0.586 0.633 0.711
H 5.809 5.452 -5.731
O 0.004 0.070 1.704
H -0.565 0.200 -0.994
H 0.716 -0.248 -0.704
O -0.433 1.776 3.263
H 0.437 -0.106 -0.845
H 0.039 -1.653 -2.526
O -0.122 -0.204 -1.291
H 0.051 -0.176 -0.238
H 0.217 0.277 1.384
O -1.031 1.518 0.183
H 0.399 -1.565 -0.313
H 0.767 -0.617 -0.305
O 5.844 3.437 4.222
H -6.000 1.182 -6.306
H -0.388 -4.616 2.278
O -1.002 0.131 -0.491
H 0.478 -0.173 -0.672
H 0.281 0.149 1.037
O -1.487 1.507 1.411
H 0.014 0.073 -0.157
H 1.463 -1.548 -1.250
O -3.649 0.598 1.402
H 1.501 0.231 0.153
H 2.133 -1.012 -1.397
O 3.889 1.165 2.003
H -1.212 -1.301 0.622
H -2.637 0.163 -2.626
O -3.194 -2.394 0.669
H 0.717 2.085 -1.260
H 2.532 0.345 0.630
O -1.874 0.872 0.137
H 1.991 -0.496 0.749
H -0.113 -0.286 -0.652
O -1.708 -1.794 1.138
H -0.049 0.331 -0.465
H 1.426 1.477 -1.020
O -0.717 0.116 -2.496
H 0.853 0.262 0.096
H -0.141 -0.416 2.376
O 3.028 7.303 4.905
H -2.634 -7.219 -5.824
H -0.352 0.335 1.123
O -0.065 0.407 1.597
H 1.008 1.378 -1.337
H -1.029 -1.792 -0.296
O -1.701 0.290 -2.084
H 1.458 -0.706 0.551
H 0.386 0.323 1.626

***

Record 6
Here is a structure of composition C6H6BiLiO2 in a non-equilibrium geometry from the OMol25 dataset. Energies are from ωB97M-V/def2-TZVPD.

Calculated values
F_max = 0.0528 hartree/bohr
HOMO-LUMO gap (spin up / spin down) = 4.1 / 4.0 eV
2S+1 = 2
LUMO (spin up / spin down) = -15.837 / -15.758 eV
net charge = +3
expectation value of S² = 0.76

Atoms and positions in Å:
C1 -1.526907 1.943204 0.355395
C2 -1.205280 0.853541 -0.356901
C3 -0.982198 -0.538379 0.129589
H1 -1.703368 2.891851 -0.152945
H2 -1.666808 1.927142 1.439803
H3 -1.095008 0.932658 -1.441981
H4 -1.676593 -1.232171 -0.368398
C4 -1.028018 -0.793023 1.493964
O1 -1.061415 -1.024873 2.606167
O2 2.157734 0.065555 -0.134172
C5 1.740142 -1.079371 -0.399288
C6 0.619813 -1.742480 -0.646592
Li1 1.149736 1.530794 0.678477
Bi1 4.172144 0.783353 -1.207603
H5 1.578408 -1.735806 -1.658105
H6 0.527614 -2.781991 -0.337405

Atomic forces in eV per Å
C 0.333 -0.080 0.213
C 0.965 0.409 -0.355
C -0.678 -1.012 -0.296
H -0.016 -0.221 0.139
H -0.133 0.010 -0.199
H -0.270 -0.024 0.226
H 0.065 -0.060 0.191
C -0.585 -0.490 1.438
O 0.274 0.356 -1.562
O 1.327 2.188 -0.324
C -0.423 -2.178 -1.564
C 0.998 1.463 1.410
Li -0.623 0.360 0.147
Bi -0.453 -0.704 0.269
H -0.295 0.196 0.797
H -0.486 -0.214 -0.533